[1]
Entry from the Open Molecules 2025 dataset: the molecule C3H9ClN2O4S2 at a distorted geometry (ωB97M-V/def2-TZVPD).

Structure (XYZ):
```
21
Properties=species:S:1:pos:R:3
C -2.71 1.12 -0.03
C 1.77 0.42 -1.68
C 1.43 -1.71 0.97
N -0.74 -0.31 1.32
N 0.91 -0.41 0.97
O -0.82 -0.50 -1.12
O -2.51 -1.59 0.37
O 2.41 1.55 0.61
O 0.14 1.81 0.00
S -1.73 -0.46 0.03
S 1.27 0.94 0.02
Cl 0.75 -2.66 -0.37
H -1.88 1.83 -0.32
H -3.37 1.00 -0.87
H -3.22 1.44 0.88
H 1.04 -0.25 -1.96
H 1.72 1.40 -2.08
H 2.62 -0.23 -1.44
H 2.57 -1.74 0.78
H 1.12 -2.12 1.99
H -0.78 0.48 1.92
```

Frontier orbital gap = 10.635 eV
Relative energy (zero: lowest compared OMol25 entry of this formula, charge and spin) = 0.00 kJ/mol
SMILES = CS(=O)(=O)NN(CCl)S(C)(=O)=O
HOMO level = -10.48 eV

---

[2]
Entry from the Open Molecules 2025 dataset: a cluster of 4 separate species, C6H22NO4 in total at a distorted geometry (ωB97M-V/def2-TZVPD).

Structure (XYZ):
```
33
Properties=species:S:1:pos:R:3
C -1.39 1.39 -1.25
O -0.50 1.84 -2.25
C -0.62 0.59 -0.20
C -1.59 -0.53 0.44
C -2.47 0.02 1.50
C -1.79 0.65 2.73
C -0.82 -0.25 3.50
N 0.58 -0.03 -0.81
H -2.19 0.82 -1.72
H -1.87 2.23 -0.73
H -0.34 2.77 -2.18
H -0.22 1.04 0.74
H -0.99 -1.32 0.91
H -2.07 -0.91 -0.47
H -3.00 -0.88 1.96
H -3.22 0.70 1.06
H -1.24 1.48 2.21
H -2.45 1.12 3.46
H -1.28 -1.22 3.72
H 0.03 -0.38 2.82
H -0.51 0.09 4.48
H 1.48 0.04 -0.29
H 0.65 -1.07 -0.87
H 0.78 0.42 -1.73
H 2.22 -3.46 -0.12
H 1.68 -3.51 -1.56
O 1.91 -2.91 -0.84
H 3.02 0.00 -3.52
H 2.13 -1.21 -3.77
O 2.14 -0.37 -3.31
H 2.42 0.84 1.95
H 3.52 0.39 0.91
O 2.59 0.36 1.16
```

Frontier orbital gap (alpha / beta) = 11.701 / 4.235 eV
Relative energy (zero: lowest compared OMol25 entry of this formula, charge and spin) = 157.11 kJ/mol
Total charge = +2
2S+1 = 2
HOMO level (alpha / beta) = -17.57 / -17.57 eV

---

[3]
Entry from the Open Molecules 2025 dataset: a structure of composition C36H21CaCl5F3IN6O at a distorted geometry (ωB97M-V/def2-TZVPD).

Structure (XYZ):
```
74
Properties=species:S:1:pos:R:3
Ca -0.06 -0.02 0.79
N -3.29 1.46 -2.62
C -2.21 0.79 -2.20
N -1.22 1.28 -1.52
C -1.30 2.61 -1.14
N -0.41 3.19 -0.41
N 0.53 2.31 0.13
C 1.66 2.84 0.36
C 2.72 2.08 1.03
C 3.77 2.76 1.64
C 4.73 2.02 2.32
C 4.62 0.64 2.33
C 3.55 0.05 1.67
N 2.61 0.74 1.04
C -2.45 3.42 -1.58
C -2.60 4.77 -1.23
C -3.73 5.46 -1.61
C -4.74 4.81 -2.32
C -4.62 3.49 -2.67
C -3.46 2.80 -2.30
H -4.03 0.95 -3.08
H -2.17 -0.25 -2.50
H 1.84 3.88 0.10
H 3.81 3.84 1.60
H 5.54 2.52 2.83
H 5.35 0.02 2.84
H 3.43 -1.03 1.66
H -1.81 5.24 -0.66
H -3.84 6.50 -1.34
H -5.64 5.35 -2.60
H -5.40 2.97 -3.21
I 0.46 0.69 3.94
C 1.60 -1.06 4.19
C 2.31 -1.16 5.35
C 3.08 -2.32 5.59
C 3.09 -3.33 4.67
C 2.35 -3.23 3.47
C 2.38 -4.28 2.52
C 1.67 -4.16 1.36
C 0.92 -2.99 1.10
C 0.85 -1.91 1.95
C 1.58 -2.07 3.18
H 2.29 -0.36 6.08
H 3.64 -2.40 6.52
H 3.67 -4.23 4.85
H 2.97 -5.16 2.73
H 1.68 -4.97 0.64
H 0.36 -2.98 0.17
Cl -7.36 0.91 -0.77
C -5.78 0.33 -0.38
C -4.94 1.06 0.46
Cl -5.48 2.56 1.12
C -3.67 0.60 0.75
Cl -2.59 1.54 1.72
C -3.15 -0.61 0.21
O -1.95 -0.97 0.40
C -4.04 -1.34 -0.62
Cl -3.41 -2.77 -1.35
C -5.32 -0.88 -0.91
Cl -6.33 -1.78 -1.97
F 3.43 -2.63 -5.48
C 2.63 -3.31 -4.64
F 3.35 -4.33 -4.16
F 1.63 -3.82 -5.37
C 2.13 -2.42 -3.53
C 3.03 -1.66 -2.81
C 2.55 -0.88 -1.78
N 1.27 -0.81 -1.45
C 0.41 -1.55 -2.15
C 0.79 -2.38 -3.20
H 4.09 -1.68 -3.04
H 3.22 -0.27 -1.18
H -0.63 -1.51 -1.84
H 0.05 -2.97 -3.73
```

Frontier orbital gap = 6.701 eV
Relative energy (zero: lowest compared OMol25 entry of this formula, charge and spin) = 0.00 kJ/mol
HOMO level = -7.35 eV

---

[4]
Entry from the Open Molecules 2025 dataset: a cluster of 2 separate species, C3H6Br3P in total at a distorted geometry (ωB97M-V/def2-TZVPD).

Structure (XYZ):
```
13
Properties=species:S:1:pos:R:3
C -1.09 -0.35 -1.42
C 0.94 1.01 1.36
C -1.20 -0.53 0.10
P 1.80 0.11 0.03
Br -2.49 0.60 0.94
Br 3.90 0.95 -0.03
Br 2.13 -1.99 0.95
H -2.17 -0.30 -1.74
H -0.80 0.71 -1.61
H -0.45 -1.03 -2.00
H 0.19 0.47 1.90
H 0.50 1.92 1.05
H -1.27 -1.58 0.47
```

Frontier orbital gap (alpha / beta) = 8.042 / 7.331 eV
Relative energy (zero: lowest compared OMol25 entry of this formula, charge and spin) = 315.11 kJ/mol
HOMO level (alpha / beta) = -8.81 / -8.74 eV

---

[5]
Entry from the Open Molecules 2025 dataset: a structure of composition C3H3FS at a distorted geometry (ωB97M-V/def2-TZVPD).

Structure (XYZ):
```
8
Properties=species:S:1:pos:R:3
C 0.10 -0.08 0.53
C 0.70 -1.08 -0.22
C -0.45 1.09 -0.12
H 0.96 -1.06 -1.34
H 0.52 -2.28 0.22
H -1.75 1.34 0.31
F -0.12 -0.24 1.87
S 0.05 2.30 -1.24
```

Frontier orbital gap = 7.830 eV
Relative energy (zero: lowest compared OMol25 entry of this formula, charge and spin) = 225.79 kJ/mol
HOMO level = -9.06 eV

---

[6]
Entry from the Open Molecules 2025 dataset: a structure of composition C44H57N5ORbS4Si2Te2 (ωB97M-V/def2-TZVPD).

Structure (XYZ):
```
116
Properties=species:S:1:pos:R:3
Rb -0.32 -1.82 1.18
S -2.29 -1.54 3.98
C -2.25 0.06 4.66
C -2.77 0.24 5.95
C -2.86 1.48 6.56
C -3.44 1.58 7.87
N -3.92 1.65 8.92
C -2.39 2.62 5.89
C -1.84 2.45 4.62
C -1.76 1.21 3.97
S -1.09 1.19 2.36
C -2.47 3.92 6.47
N -2.52 4.97 6.94
H -3.14 -0.63 6.47
H -1.47 3.32 4.09
C -4.49 -2.81 1.43
C -3.71 -4.05 1.16
N -2.46 -4.09 0.79
C -2.04 -5.38 0.60
C -2.98 -6.34 0.81
S -4.45 -5.61 1.29
C -0.66 -5.66 0.18
C -0.03 -6.86 0.32
S 1.54 -6.77 -0.36
C 1.26 -5.12 -0.79
N 0.09 -4.68 -0.43
C 2.31 -4.33 -1.48
H -3.94 -2.16 2.11
H -5.46 -3.06 1.88
H -4.65 -2.27 0.50
H -2.88 -7.41 0.70
H -0.41 -7.75 0.79
H 2.93 -4.97 -2.12
H 2.96 -3.85 -0.75
H 1.83 -3.57 -2.10
C -6.72 3.03 1.56
Si -4.99 2.26 1.70
C -3.77 3.66 1.85
C -4.98 1.07 3.13
C -4.77 1.30 0.09
Te -2.91 0.30 -0.26
C -3.68 -0.50 -2.15
Si -3.14 0.54 -3.60
C -1.27 0.48 -3.76
C -3.72 2.31 -3.41
C -3.88 -0.13 -5.21
H -6.97 3.57 2.47
H -7.48 2.26 1.41
H -6.77 3.73 0.72
H -3.97 4.25 2.75
H -3.83 4.33 0.98
H -2.75 3.26 1.92
H -4.84 1.58 4.08
H -4.17 0.34 3.03
H -5.92 0.52 3.18
H -4.91 1.97 -0.76
H -5.54 0.53 0.05
H -4.76 -0.55 -2.05
H -3.30 -1.52 -2.24
H -0.79 0.65 -2.79
H -0.90 1.24 -4.45
H -0.94 -0.49 -4.13
H -3.32 2.75 -2.49
H -4.81 2.37 -3.37
H -3.38 2.92 -4.25
H -3.59 -1.17 -5.37
H -3.55 0.45 -6.07
H -4.98 -0.09 -5.18
C 2.81 -2.92 2.93
C 3.15 -2.44 1.51
O 4.03 -3.09 0.88
N 2.44 -1.41 1.12
Te 2.74 -0.72 -0.92
C 4.08 -0.27 -2.73
C 5.17 -1.11 -2.97
C 5.60 -2.23 -2.05
C 5.95 -0.91 -4.12
C 5.67 0.10 -5.03
C 6.51 0.29 -6.26
C 4.58 0.92 -4.77
C 3.78 0.75 -3.64
C 2.62 1.68 -3.44
C 3.23 1.16 -0.06
C 2.29 2.18 0.06
C 0.87 2.11 -0.43
C 2.67 3.37 0.69
C 3.94 3.57 1.19
C 4.33 4.86 1.86
C 4.86 2.53 1.07
C 4.52 1.33 0.46
C 5.56 0.23 0.39
H 3.74 -3.08 3.47
H 2.29 -3.88 2.86
H 2.18 -2.21 3.47
H 4.93 -2.38 -1.20
H 6.59 -2.02 -1.64
H 5.68 -3.16 -2.61
H 6.80 -1.56 -4.29
H 7.41 -0.31 -6.22
H 6.80 1.34 -6.38
H 5.96 0.00 -7.16
H 4.34 1.72 -5.47
H 2.40 2.23 -4.36
H 2.83 2.40 -2.65
H 1.72 1.13 -3.15
H 0.58 1.11 -0.74
H 0.72 2.78 -1.28
H 0.18 2.42 0.37
H 1.92 4.15 0.81
H 3.45 5.38 2.23
H 4.84 5.53 1.15
H 5.00 4.69 2.69
H 5.86 2.65 1.48
H 6.42 0.49 0.99
H 5.89 0.09 -0.64
H 5.16 -0.72 0.74
```

Frontier orbital gap = 4.822 eV
Relative energy (zero: lowest compared OMol25 entry of this formula, charge and spin) = 0.00 kJ/mol
Total charge = -2
2S+1 = 2
HOMO level = -1.68 eV

---

[7]
Entry from the Open Molecules 2025 dataset: a cluster of 2 separate species, C5H11NOS in total at a distorted geometry (ωB97M-V/def2-TZVPD).

Structure (XYZ):
```
19
Properties=species:S:1:pos:R:3
C 2.17 3.01 0.63
C 0.06 -1.64 -1.21
C 0.20 -0.59 1.11
C -1.98 -0.62 -0.17
C -0.52 -0.57 -0.25
N 1.58 3.15 1.59
O 1.37 1.11 -1.67
S -0.19 1.13 -1.03
H 1.95 1.64 -1.06
H -0.76 -2.12 -1.90
H 0.85 -1.40 -1.75
H 0.24 -2.44 -0.54
H -0.26 -0.01 1.83
H 1.18 -0.26 1.10
H 0.07 -1.56 1.42
H -2.26 -1.39 0.51
H -2.42 0.28 0.16
H -2.33 -1.06 -1.14
H 1.05 3.32 2.36
```

Frontier orbital gap = 9.061 eV
Relative energy (zero: lowest compared OMol25 entry of this formula, charge and spin) = 361.26 kJ/mol
HOMO level = -8.32 eV

---

[8]
Entry from the Open Molecules 2025 dataset: a structure of composition C46H98Cl16 at a distorted geometry (ωB97M-V/def2-TZVPD).

Structure (XYZ):
```
160
Properties=species:S:1:pos:R:3
C -4.39 2.90 0.91
Cl -3.46 1.38 0.46
Cl -5.80 3.19 -0.27
Cl -5.12 2.64 2.47
Cl -3.25 4.26 0.93
C -1.28 -3.21 -2.88
Cl -2.82 -3.95 -2.20
Cl 0.01 -3.68 -1.72
Cl -0.83 -3.87 -4.49
Cl -1.45 -1.43 -2.96
C 2.26 1.03 1.84
Cl 3.46 2.36 2.20
Cl 0.95 1.83 1.05
Cl 2.91 -0.04 0.60
Cl 1.73 0.14 3.22
C -0.70 3.16 -0.41
Cl -1.30 4.75 -0.81
Cl 1.03 2.96 -1.15
Cl -0.54 3.07 1.31
Cl -1.84 1.96 -1.03
C 0.53 -1.92 2.91
C 0.04 -3.12 3.74
C -1.15 -2.95 4.64
C -0.84 -2.22 5.96
C -2.14 -2.23 6.86
C -3.36 -1.42 6.41
H 1.35 -2.07 2.22
H 0.73 -1.12 3.62
H -0.27 -1.64 2.22
H -0.27 -3.89 3.04
H 0.94 -3.52 4.19
H -1.65 -3.90 4.83
H -1.93 -2.47 4.05
H -0.02 -2.64 6.53
H -0.75 -1.16 5.71
H -2.44 -3.27 6.99
H -2.02 -1.96 7.91
H -3.30 -0.38 6.74
H -3.69 -1.22 5.40
H -4.19 -1.63 7.09
C 2.86 1.77 -3.73
C 3.03 1.83 -2.21
C 4.47 1.35 -1.99
C 4.79 1.13 -0.50
C 6.31 1.17 -0.29
C 7.07 0.01 -0.94
H 3.65 2.21 -4.33
H 1.99 2.35 -4.01
H 2.75 0.73 -4.04
H 3.03 2.86 -1.84
H 2.23 1.20 -1.81
H 5.11 2.15 -2.37
H 4.81 0.46 -2.53
H 4.52 1.98 0.12
H 4.37 0.22 -0.07
H 6.74 2.10 -0.66
H 6.60 1.14 0.76
H 8.05 -0.18 -0.51
H 6.35 -0.81 -0.98
H 7.33 0.26 -1.97
C -1.82 0.70 2.36
C -1.28 -0.40 1.41
C -0.73 0.18 0.10
C 0.20 -0.70 -0.60
C 0.70 -0.13 -1.99
C 1.42 -1.13 -2.72
H -0.97 1.34 2.61
H -2.24 0.26 3.27
H -2.61 1.33 1.96
H -0.62 -1.08 1.95
H -2.10 -1.04 1.08
H -0.19 1.13 0.18
H -1.57 0.41 -0.55
H 1.07 -0.97 0.00
H -0.20 -1.69 -0.79
H -0.23 0.06 -2.54
H 1.30 0.78 -1.91
H 1.57 -0.80 -3.75
H 2.45 -1.26 -2.39
H 0.90 -2.03 -3.06
C 0.50 0.44 -9.46
C 0.03 -0.31 -8.20
C 0.53 0.44 -6.89
C 0.19 -0.38 -5.64
C 0.93 0.05 -4.35
C 0.99 1.61 -4.09
H 0.33 -0.13 -10.38
H 1.56 0.64 -9.31
H 0.07 1.44 -9.46
H -1.05 -0.46 -8.27
H 0.41 -1.32 -8.33
H 0.22 1.46 -6.67
H 1.60 0.61 -6.99
H -0.84 -0.10 -5.39
H 0.18 -1.46 -5.76
H 0.40 -0.36 -3.50
H 1.90 -0.45 -4.26
H 1.34 1.76 -3.08
H 1.70 2.06 -4.78
H 0.10 2.19 -4.34
C -2.48 -3.50 2.13
C -3.03 -2.16 2.61
C -4.38 -2.39 3.38
C -5.28 -1.13 3.41
C -4.66 0.10 4.02
C -5.81 1.20 4.32
H -1.43 -3.47 1.85
H -3.06 -3.80 1.26
H -2.65 -4.27 2.88
H -2.33 -1.56 3.20
H -3.19 -1.57 1.71
H -4.26 -2.78 4.39
H -4.91 -3.22 2.92
H -5.65 -0.90 2.41
H -5.99 -1.42 4.18
H -4.13 -0.05 4.96
H -3.93 0.56 3.35
H -6.53 1.33 3.51
H -6.53 1.08 5.13
H -5.44 2.22 4.38
C 0.67 -2.40 -4.31
C 1.37 -3.64 -3.65
C 2.94 -3.57 -3.70
C 3.56 -3.47 -5.15
C 5.15 -3.11 -5.15
C 5.55 -1.79 -4.41
H 0.92 -2.32 -5.37
H 1.13 -1.52 -3.86
H -0.40 -2.23 -4.25
H 1.07 -3.80 -2.61
H 1.07 -4.61 -4.06
H 3.42 -4.41 -3.20
H 3.29 -2.73 -3.11
H 3.35 -4.39 -5.71
H 2.99 -2.73 -5.71
H 5.75 -3.97 -4.83
H 5.31 -3.10 -6.23
H 5.19 -1.79 -3.38
H 6.60 -1.52 -4.30
H 5.01 -0.96 -4.88
C -2.94 2.09 2.73
C -2.32 2.48 4.02
C -1.82 3.88 4.02
C -0.93 4.08 5.32
C -0.57 5.60 5.51
C -1.75 6.57 5.99
H -3.68 2.83 2.44
H -3.38 1.09 2.84
H -2.14 2.15 1.99
H -3.02 2.31 4.83
H -1.46 1.82 4.16
H -2.73 4.47 4.10
H -1.27 4.04 3.10
H -1.41 3.80 6.26
H -0.04 3.46 5.22
H 0.13 5.68 6.35
H -0.11 5.99 4.61
H -1.90 6.39 7.05
H -1.58 7.64 5.88
H -2.73 6.15 5.72
```

Frontier orbital gap = 5.497 eV
HOMO level = -5.87 eV